Entry from the OMol25 dataset: a 4-piece molecular cluster, C4H16O3 overall in a non-equilibrium geometry (ωB97M-V with the def2-TZVPD basis set).

* highest occupied orbital energy: -10.801 eV
* energy relative to the best compared isomer or geometry (same formula, charge and spin): 116.4 kJ/mol

```
23
Properties=species:S:1:pos:R:3:forces:R:3
C 2.24336 0.23778 -1.48968 -0.3 1.8 -0.4
C 1.49913 -0.88287 -0.71749 2.4 0.1 -0.7
C 2.05516 -2.19994 -1.30747 -1.1 -0.8 0.8
C 2.03577 -0.76958 0.73214 -1.2 -1.2 1.3
H 2.48326 1.04078 -0.77149 -0.2 0.0 -0.5
H 3.18987 0.04538 -2.02921 -0.1 -0.9 0.9
H 1.72099 0.70534 -2.33124 -0.7 -0.1 0.3
H 0.41613 -0.83063 -0.77205 0.0 0.2 -0.1
H 3.14096 -2.15535 -1.27655 0.1 -0.3 0.4
H 1.81155 -2.49405 -2.33530 -0.3 0.6 0.1
H 1.62889 -2.99543 -0.66363 0.7 -0.1 -0.4
H 1.52429 -0.09303 1.44950 0.3 0.6 -1.1
H 1.86447 -1.68666 1.34475 0.4 0.0 -0.8
H 3.10553 -0.58665 0.69609 0.1 0.1 0.2
O -4.07692 -4.38443 -2.26885 -0.6 0.4 -0.4
H -4.28482 -4.43711 -1.33957 0.1 -0.2 0.6
H -4.87366 -3.94903 -2.61529 0.5 -0.2 -0.1
O -3.51725 5.45840 1.37975 -0.9 -0.2 -0.4
H -3.14181 4.61481 1.64003 0.5 0.1 0.2
H -2.96051 6.18396 1.64139 0.5 0.0 0.3
O -2.05791 3.05125 3.33106 -0.1 0.0 -0.9
H -1.26593 2.63581 3.67649 -0.1 0.1 0.3
H -2.54054 3.49126 4.02662 0.1 0.0 0.5
```
Positions in Å, forces in eV/Å.


Entry from the OMol25 dataset: a 4-piece molecular cluster, C4H16O3 overall in a non-equilibrium geometry (ωB97M-V with the def2-TZVPD basis set).

* highest occupied orbital energy (alpha / beta): -14.319 / -14.315 eV
* energy relative to the best compared isomer or geometry (same formula, charge and spin): 127.5 kJ/mol
* 2S+1: 2
* net charge: +1

```
23
Properties=species:S:1:pos:R:3:forces:R:3
C 2.53372 -0.39191 -1.27184 -0.8 -0.1 1.1
C 1.94883 0.81327 -0.49190 -0.1 -0.7 -0.7
C 0.77230 0.35125 0.35398 -0.6 0.9 1.7
C 0.17051 1.41630 1.31875 0.9 1.0 -0.1
H 2.64832 -1.29710 -0.62837 0.2 0.7 -0.4
H 3.47925 -0.10217 -1.69199 0.3 -0.2 -0.5
H 1.79001 -0.64038 -2.03630 0.4 -0.1 -0.2
H 1.47450 1.40685 -1.29548 0.6 0.5 0.6
H 2.72897 1.37787 0.05053 -0.5 -0.2 -0.1
H 0.98042 -0.49431 1.02840 0.3 -0.3 -0.7
H -0.02474 0.18220 -0.34877 -0.3 -0.9 -0.3
H 0.11965 1.15207 2.37854 -0.5 -0.6 -0.1
H -0.76287 1.85759 0.95211 0.1 -0.2 0.2
H 0.88432 2.24263 1.41038 -0.1 0.2 -0.3
H -3.48287 -0.92755 1.34178 -0.5 0.6 0.1
H -3.33848 -0.83117 -0.15319 0.2 0.2 -0.3
O -2.97428 -0.43372 0.66366 -0.2 -1.2 0.7
H -1.67465 -0.39602 -1.59915 0.3 -0.7 0.0
H -1.25954 -0.31994 -3.12041 -0.2 -0.1 0.5
O -1.52448 0.18320 -2.33525 0.0 0.7 -0.6
H -1.67703 -0.98163 2.01341 0.4 -0.2 0.8
H -1.07759 -2.19241 1.37629 0.1 -0.6 0.3
O -1.73427 -1.97494 2.08483 0.0 1.4 -1.5
```
Positions in Å, forces in eV/Å.


Entry from the OMol25 dataset: a 5-piece molecular cluster, C4H16O4 overall (ωB97M-V with the def2-TZVPD basis set).

* highest occupied orbital energy (alpha / beta): -13.593 / -13.593 eV
* energy relative to the best compared isomer or geometry (same formula, charge and spin): 39.3 kJ/mol
* 2S+1: 2
* net charge: +1

```
24
Properties=species:S:1:pos:R:3:forces:R:3
C 1.61036 -0.32976 -1.27022 -0.3 0.0 0.1
C 2.72646 -0.78893 -0.44547 0.0 0.2 0.1
C 2.48417 -1.51025 0.74422 0.5 -0.4 0.5
C 4.10434 -0.44821 -0.81997 -0.1 -0.6 -0.3
H 1.80957 -0.38239 -2.33591 0.2 -0.1 -0.2
H 1.46233 0.74743 -1.07312 0.0 -0.1 0.1
H 0.69276 -0.85530 -1.03052 -0.2 0.1 0.0
H 3.29239 -1.66866 1.45611 0.0 0.1 -0.2
H 1.55258 -1.97998 1.02916 -0.3 0.2 -0.3
H 4.84834 -1.03971 -0.29567 0.1 0.1 0.1
H 4.27655 0.61520 -0.63627 0.0 0.2 0.0
H 4.19720 -0.59828 -1.89832 0.2 0.2 0.0
H -1.76953 4.56335 -0.04955 -0.1 0.1 0.0
H -2.91326 3.58343 0.21259 -0.1 0.1 0.0
O -2.55140 4.17730 -0.45473 0.1 -0.3 0.0
H -3.93319 -1.55648 -0.45930 0.1 -0.1 0.1
H -2.93938 -0.71133 -1.20513 0.0 -0.1 0.0
O -2.98475 -1.38677 -0.51807 0.1 0.1 -0.1
H -4.09349 0.25434 1.36676 -0.2 0.2 0.1
H -2.99577 0.85886 0.57070 -0.3 0.2 -0.2
O -3.89706 1.05360 0.85947 0.4 -0.2 0.1
H -1.63257 -0.08870 1.97624 -0.1 0.1 0.1
H -1.73916 -1.59677 1.80511 -0.2 0.0 0.0
O -1.60749 -0.91199 2.47187 0.3 -0.1 -0.2
```
Positions in Å, forces in eV/Å.


Entry from the OMol25 dataset: one molecule with the formula C4H16Si3 in a non-equilibrium geometry (ωB97M-V with the def2-TZVPD basis set).

* highest occupied orbital energy: -9.408 eV
* energy relative to the best compared isomer or geometry (same formula, charge and spin): 0.0 kJ/mol

```
23
Properties=species:S:1:pos:R:3:forces:R:3
C -1.12725 -2.46313 0.05799 0.3 0.2 0.2
Si 0.23636 -2.09421 1.33323 -1.0 -0.2 -0.4
Si 1.24598 -0.07564 0.78312 1.9 -0.6 -2.7
C 2.34585 -0.56887 -1.17347 -1.4 0.6 2.5
Si -0.01614 1.81334 0.23422 -1.3 0.3 -0.3
C -1.69218 1.83664 1.15082 0.5 -0.1 -0.2
C -0.41106 1.88124 -1.63534 0.3 -0.2 0.4
H -0.76668 -2.32389 -0.95719 0.1 0.0 -0.2
H -1.48395 -3.48617 0.13984 0.0 -0.1 0.1
H -1.98401 -1.80768 0.19457 -0.1 0.1 0.0
H -0.40997 -2.09395 2.66129 0.0 0.1 0.2
H 1.14521 -3.24696 1.32974 0.4 0.0 0.0
H 2.34600 0.25799 1.71166 0.0 0.0 0.2
H 1.68900 -1.17281 -1.78253 -0.2 -0.1 -0.1
H 2.59632 0.35654 -1.67201 0.0 0.2 -0.1
H 3.23928 -1.11812 -0.91593 0.2 -0.1 0.1
H 0.64426 3.09141 0.58685 0.3 -0.1 0.1
H -2.29999 0.97240 0.90028 0.0 -0.2 -0.1
H -1.55058 1.83595 2.22603 0.0 0.0 0.3
H -2.26792 2.72210 0.89587 0.0 0.2 -0.1
H 0.32496 1.33183 -2.21474 0.1 -0.1 -0.1
H -1.38526 1.44932 -1.85105 -0.1 -0.1 0.1
H -0.41820 2.90267 -2.00327 0.0 0.2 0.1
```
Positions in Å, forces in eV/Å.